Computed, not measured: the molecule C6H13N, with ωB97M-V/def2-TZVPD.

Values from the calculation:
* total energy: -7922.621 eV
* charge: 0
* Kohn-Sham gap: 9.53 eV
* SMILES: C[C@H]1CCCN1C
* largest force on an atom: 0.0194 Eh/bohr
* relative energy (zero: lowest compared OMol25 entry of this formula, charge and spin): 20.4 kJ/mol
* multiplicity: 1
* lowest unoccupied orbital energy: 1.22 eV

Last column: Mulliken charge in e.
Atoms and positions in Å:
1 N -0.1260 0.4094 -0.7466  -0.05
2 C 0.5875 -0.4189 0.2084  0.36
3 C -0.1038 -0.1632 -2.0736  -1.11
4 C 2.1118 -0.3243 0.1424  -1.63
5 C -1.4577 0.7024 -0.2233  -0.70
6 C -1.3936 0.4411 1.3059  -0.47
7 C 0.0180 -0.0467 1.5903  -0.63
8 H -0.6819 -1.0930 -2.1400  0.42
9 H 0.6321 0.7218 2.0348  0.31
10 H -2.2865 0.1490 -0.6802  0.27
11 H 2.4592 0.7039 0.1429  0.36
12 H -2.1470 -0.2839 1.6263  0.28
13 H 2.4975 -0.9081 -0.6841  0.43
14 H 0.3274 -1.4866 0.0394  0.19
15 H 2.4698 -0.8163 1.0497  0.40
16 H 0.0366 -0.9270 2.2139  0.36
17 H -0.5221 0.5354 -2.8000  0.34
18 H 0.9194 -0.3398 -2.3845  0.31
19 H -1.7018 1.3798 1.7704  0.25
20 H -1.6390 1.7650 -0.3921  0.32